DFT (ωB97M-V with the def2-TZVPD basis set) results for C25H35Cl2N4O3RuSe as an isolated structure.

CARTESIAN COORDINATES (ANGSTROEM)
1 C -3.45876 -4.35852 5.67700
2 C 0.50012 4.04114 -0.82541
3 O -0.10826 1.56526 -3.41325
4 C 2.11156 3.24265 -7.33850
5 C -0.14611 2.95524 1.22706
6 H -1.04333 -0.43907 -2.74495
7 H -0.97266 0.32852 4.16688
8 O 1.51223 -0.60992 1.53708
9 N 3.77794 -0.85535 1.83718
10 C 5.10191 -0.28955 1.62171
11 C -1.38709 4.92531 0.55186
12 N -0.28137 3.99148 0.40388
13 H -1.67620 4.96858 1.60528
14 H -3.75519 -4.72336 6.65983
15 C -0.55575 -3.99298 -0.72359
16 C -3.42116 -4.67798 3.25017
17 H 1.75654 0.98968 -3.95288
18 H -0.07884 3.65865 -1.67413
19 H -2.43125 -2.54579 6.42089
20 H -1.06616 5.91205 0.21390
21 H 4.43307 -2.82502 1.93513
22 H 1.38941 3.41821 -0.70675
23 C 0.26429 3.81054 -5.29554
24 N -1.85207 -1.53901 3.82176
25 H 5.76148 -1.01567 1.13113
26 O 0.66750 2.01498 0.99716
27 N -2.43792 -2.69555 2.06828
28 H 3.96830 -2.12523 3.50218
29 Cl 1.99660 0.40343 -1.24304
30 C 2.68758 -0.15727 1.49397
31 H 0.29057 -4.68354 -0.61896
32 H -0.43151 4.03397 -4.47278
33 H -1.55205 -2.15692 -2.65687
34 H 2.70058 1.56315 -6.07192
35 C 0.35675 4.64157 -6.41593
36 H 4.98064 0.59049 0.98085
37 C -0.72839 -1.45050 -2.48248
38 Se -1.98558 0.07926 1.46188
39 H -3.65252 -5.21274 2.32713
40 C 2.02529 2.41588 -6.21371
41 C -0.32036 -1.48699 -1.05802
42 H -4.36683 -6.03162 4.65356
43 H -1.36564 -4.40138 -0.10032
44 H 0.77322 5.08317 -1.00493
45 H -0.28866 5.51885 -6.48832
46 C 1.06450 2.65431 -5.21604
47 H 5.57382 0.01995 2.56585
48 C -3.80392 -5.10131 4.53296
49 H 1.26596 4.95755 -8.37115
50 C 0.88239 1.64784 -4.11557
51 H 2.83860 3.01982 -8.12639
52 H -1.16089 -0.75199 5.60019
53 C -1.62570 -0.38733 4.68049
54 H 0.11418 -1.70503 -3.14201
55 Cl -1.73201 1.49684 -1.12109
56 H -0.89121 -4.02646 -1.76909
57 C -0.13898 -2.61708 -0.33070
58 H -2.76118 -2.88977 1.12345
59 H -0.78369 2.92987 2.13284
60 C 1.25162 4.34670 -7.46263
61 C -2.33668 -2.77571 4.29129
62 H 2.70227 -2.58462 2.32877
63 C -2.68677 -3.50892 3.17148
64 C -1.99222 -1.47304 2.46760
65 H -2.57570 0.10244 4.93619
66 H -2.26126 4.62293 -0.03940
67 H 0.34559 -2.50992 0.63793
68 H 2.90922 0.86149 1.12652
69 C 3.70794 -2.17363 2.43608
70 C -2.72584 -3.16257 5.57255
71 Ru -0.03546 0.22765 -0.11171

Results
Total energy: -4834.98010 Ha
⟨S²⟩: 8.777
Kohn-Sham gap (spin up / spin down): 4.9 / 7.3 eV
2S+1: 6
HOMO energy (spin up / spin down): -4.40 / -7.22 eV
Largest force on an atom: 2.965 eV Å⁻¹

These are the Löwdin partial charges, in e, on atoms 1 to 8: number 1, C, carries -0.084; number 2, C, carries -0.050; number 3, O, carries -0.091; number 4, C, carries -0.085; number 5, C, carries -0.358; number 6, H, carries -0.009; number 7, H, carries 0.071; number 8, O, carries -0.176